1.
85
Properties=species:S:1:pos:R:3:mulliken_spin:R:1 method="wB97M-V/def2-TZVPD" e_homo_ev="-10.300 / -10.542" charge=+1 s2=3.765 relative_energy_kcal_mol=0.0 orbital_gap_ev="6.760 / 6.871" e_tot_ha=-4153.25519 spin_multiplicity=4
Co 1.01182 0.33969 0.27038 2.673
C -1.79440 0.41087 2.54316 0.002
P -1.01828 1.18697 1.08796 0.056
C -2.14847 0.56372 -0.24779 0.019
N -3.31934 1.13064 -0.38281 -0.003
C -4.16493 0.62442 -1.31459 0.000
C -5.42899 1.23344 -1.51429 0.000
C -6.27678 0.71970 -2.44625 0.000
C -5.91244 -0.41919 -3.21645 0.000
C -4.70596 -1.02364 -3.04183 0.000
C -3.80221 -0.50574 -2.08104 0.000
N -2.59889 -1.10553 -1.90642 -0.002
C -1.77664 -0.58513 -1.03224 0.005
P -0.15535 -1.42980 -0.73310 0.058
C -0.68366 -2.79226 0.34791 0.002
C 0.46587 -2.24085 -2.26236 0.018
C -0.41556 -3.39849 -2.73129 0.000
C 0.60636 -1.18958 -3.36347 0.007
C 1.86014 -2.76908 -1.86912 0.002
C -1.21691 3.00014 1.36394 0.009
C -0.87574 3.74531 0.07374 0.006
C -2.61112 3.39313 1.85513 0.001
C -0.16769 3.33499 2.44248 -0.006
H -1.70559 -0.67330 2.46982 -0.002
H -2.84804 0.68782 2.56698 -0.002
H -1.30233 0.73412 3.45874 0.001
H -5.68514 2.10066 -0.92016 0.000
H -7.24211 1.18057 -2.60925 0.000
H -6.60670 -0.80390 -3.95185 0.000
H -4.40722 -1.88768 -3.62044 0.000
H -1.54031 -3.29959 -0.09567 -0.003
H -0.95331 -2.40136 1.33004 0.002
H 0.13702 -3.49315 0.48396 0.000
H -1.43039 -3.08062 -2.97204 0.000
H -0.46768 -4.19764 -1.99023 0.000
H 0.04207 -3.81986 -3.63029 0.000
H -0.35307 -0.72928 -3.61411 0.000
H 0.98508 -1.67687 -4.26454 0.000
H 1.31604 -0.40901 -3.08747 0.000
H 1.79301 -3.64320 -1.21945 0.000
H 2.47641 -2.01545 -1.36892 0.000
H 2.38793 -3.07323 -2.77597 0.000
H -1.55698 3.48490 -0.74121 0.000
H 0.15002 3.55605 -0.24389 0.000
H -0.97183 4.81782 0.25584 0.000
H -3.39869 3.09639 1.16267 0.000
H -2.63033 4.48105 1.95990 0.000
H -2.83340 2.97109 2.83629 0.000
H 0.82697 2.94185 2.20975 0.004
H -0.46188 2.96432 3.42506 0.001
H -0.07678 4.42112 2.51539 0.000
C -0.59210 -4.47579 4.00475 0.000
C 0.37105 -3.43555 3.49615 0.008
C 0.21268 -2.09050 3.81816 -0.024
C 1.12537 -1.13693 3.38557 0.005
C 2.19637 -1.53341 2.59520 0.041
C 2.37659 -2.87325 2.25986 -0.011
C 1.46505 -3.80951 2.71409 0.002
S 3.45728 -0.37497 2.18102 0.012
O 3.51074 0.59881 3.23802 0.007
O 4.63615 -1.13405 1.86186 0.005
N 2.85243 0.30871 0.83608 0.009
C 3.68476 1.21498 0.13382 -0.015
C 4.99603 1.51647 0.39338 0.034
C 5.71347 2.42365 -0.42061 -0.011
C 5.14241 3.03304 -1.49543 0.025
C 3.78794 2.75526 -1.79119 -0.008
C 3.10186 3.33338 -2.87818 0.010
C 1.78802 3.02998 -3.11077 -0.006
C 1.14406 2.14497 -2.23930 0.022
N 1.74795 1.58235 -1.21360 -0.005
C 3.06990 1.86184 -0.97353 0.057
H -1.47459 -4.02078 4.45272 0.000
H -0.11494 -5.09757 4.76452 0.000
H -0.91764 -5.13956 3.20206 0.000
H -0.61757 -1.79156 4.44856 -0.001
H 1.04638 -0.10198 3.69735 -0.004
H 3.24299 -3.16473 1.68081 0.001
H 1.60903 -4.85633 2.47045 0.000
H 5.50669 1.05181 1.22512 0.002
H 6.74775 2.62713 -0.17573 -0.001
H 5.69941 3.71915 -2.12033 0.000
H 3.63129 4.02137 -3.52724 0.000
H 1.24260 3.46011 -3.93915 -0.001
H 0.09701 1.89608 -2.38505 -0.001


2.
86
Properties=species:S:1:pos:R:3:mulliken_spin:R:1 method="wB97M-V/def2-TZVPD" e_homo_ev="-15.897 / -15.994" charge=+3 s2=8.774 relative_energy_kcal_mol=0.0 orbital_gap_ev="7.225 / 5.985" e_tot_ha=-5763.56931 spin_multiplicity=6
Fe 0.85485 0.46014 0.76016 3.493
N -0.66709 0.69505 2.55554 0.040
C -2.06860 0.33646 2.67441 -0.007
C -2.86650 0.87786 3.66979 0.003
C -4.15873 0.40407 3.84552 0.001
C -4.64441 -0.61819 3.04020 0.001
C -3.85618 -1.13475 2.02339 -0.002
C -2.57354 -0.63250 1.81342 -0.002
P -1.48996 -1.09684 0.42580 0.099
C -2.15510 0.00411 -0.95853 -0.052
C -1.24108 -0.48779 -2.25975 0.085
C -1.11326 0.08067 -3.73778 0.708
C -2.17689 2.27251 -3.61710 0.141
C -3.73363 1.70910 -1.37940 0.001
C -3.57592 0.54353 -0.74659 -0.004
C -2.16411 -2.71816 -0.05501 0.016
C -1.71456 -3.82680 0.66303 0.003
C -2.24713 -5.08446 0.42561 -0.001
C -3.23640 -5.24448 -0.53461 0.002
C -3.69426 -4.14612 -1.24891 -0.001
C -3.16061 -2.88621 -1.01769 0.005
H -0.13780 -0.01776 3.04404 0.009
H -0.49972 1.56973 3.04163 0.002
H -2.47063 1.63881 4.33538 0.000
H -4.77346 0.81185 4.63745 0.000
H -5.64147 -1.00646 3.20185 0.000
H -4.24299 -1.92305 1.38876 0.000
H -0.97098 -1.54221 -2.29338 0.004
H -1.10501 1.56507 -5.17349 0.008
H -2.45576 3.19690 -4.11283 -0.015
H -4.58585 2.37473 -1.38946 0.000
H -4.26867 0.09264 -0.05287 0.000
H -0.96487 -3.69695 1.43386 0.004
H -1.89431 -5.93913 0.98878 0.000
H -3.65724 -6.22358 -0.72221 0.000
H -4.47921 -4.26698 -1.98486 0.000
H -3.54510 -2.04014 -1.57673 0.000
C 3.96774 0.44844 2.02409 0.005
N 2.58607 0.71984 2.46916 0.115
C 2.36177 -0.11616 3.66614 0.005
C 2.46790 2.15009 2.81473 0.007
C 2.34835 3.01823 1.57864 0.033
N 1.09505 2.78367 0.83257 0.011
C -0.00946 3.55969 1.42702 0.018
C 1.29182 3.22925 -0.56610 0.042
H 4.67793 0.68903 2.82145 0.002
H 4.22950 1.04231 1.15250 -0.002
H 4.07790 -0.60294 1.77784 0.000
H 3.20548 -0.04805 4.35864 0.003
H 2.25561 -1.16174 3.37091 -0.002
H 1.47888 0.20562 4.21286 -0.001
H 3.34933 2.48146 3.37352 -0.002
H 1.60721 2.29267 3.47091 -0.008
H 3.18651 2.81375 0.91093 -0.010
H 2.41677 4.07263 1.86423 0.003
H 0.10292 4.62419 1.20165 0.001
H -0.01744 3.45055 2.51050 -0.003
H -0.97212 3.22339 1.03987 -0.003
H 1.75817 4.21880 -0.60108 0.002
H 0.33366 3.30217 -1.07926 0.004
H 1.93243 2.52794 -1.10514 -0.019
Se 1.74150 -3.17026 0.69310 0.009
N 2.02194 -1.43763 0.33533 0.065
C 3.03073 -1.38035 -0.54107 -0.105
C 3.60349 -0.19632 -1.07630 0.103
C 4.63614 -0.30577 -1.95752 0.016
C 5.15832 -1.57561 -2.35109 0.000
C 4.65396 -2.73426 -1.85545 0.002
C 3.57233 -2.66377 -0.93145 -0.005
N 2.99353 -3.70949 -0.36344 0.007
H 3.23368 0.77095 -0.74623 0.013
H 5.09116 0.58836 -2.36609 0.001
H 5.98388 -1.60272 -3.04956 0.000
H 5.06182 -3.70096 -2.12016 0.000
N 0.96760 -0.16885 -5.12681 0.000
C 0.38295 0.05081 -3.92829 -0.092
C 0.82411 0.56208 -2.76248 0.145
N -0.19107 0.43999 -1.72574 0.064
C -1.37027 1.28993 -1.31167 0.136
C -2.54602 1.72363 -2.31874 -0.011
N -1.49961 1.35063 -4.25817 -0.075
H 1.96939 -0.11771 -5.21422 0.000
H 0.49672 -0.74231 -5.80643 0.000
H 1.82928 0.85756 -2.50846 0.014
H -1.16136 2.06865 -0.57690 -0.074
H -2.83999 0.77789 -2.76615 0.046